(1)
Below is the ion C4H13N3 with charge +2, with properties calculated with the ωB97M-V functional and the def2-TZVPD basis.

Structure (ORCA input):
```
! wB97M-V def2-TZVPD RIJCOSX def2/J DEFGRID3
* xyz 2 1
C -1.3781 -0.1840 1.3207
C 0.0331 -0.2136 0.6444
C 0.0501 -0.4879 -0.8560
N 2.4473 0.8222 -1.8611
C 1.2546 1.2769 -2.1553
N 0.1462 0.7942 -1.6316
N -1.4924 -1.0638 2.5326
H -1.6271 0.8413 1.6418
H -2.2692 -0.1644 0.6731
H 0.5202 0.7175 0.9495
H 0.5909 -1.0414 1.1020
H -0.8274 -0.9802 -1.2729
H 0.9375 -1.0567 -1.1479
H 3.1841 1.3055 -2.3597
H 2.7173 0.2190 -1.1049
H 1.0432 2.0349 -2.9050
H -0.7542 1.1532 -1.9100
H -1.9168 -1.9449 2.2257
H -2.0579 -0.6020 3.2435
H -0.6014 -1.4256 2.8712
*
```

Properties
**SMILES**: N/C=[NH+]\CCC[NH3+]
**Orbital gap**: 0.441 Eh



(2)
Below is the ion C4H13N3 with charge +2, with properties calculated with the ωB97M-V functional and the def2-TZVPD basis.

Structure (ORCA input):
```
! wB97M-V def2-TZVPD RIJCOSX def2/J DEFGRID3
* xyz 2 1
C 2.1418 -0.6039 0.3290
C 0.6260 1.3589 -0.1715
C -2.4340 -0.6777 0.2098
C -1.7121 0.5073 -0.3325
N 1.8953 0.7397 0.0266
N 0.9485 -1.2668 -0.1923
N -0.4283 0.5465 0.2549
H 3.0070 -0.7736 -0.3289
H 2.3760 -0.8884 1.4207
H 0.5634 2.3101 0.4657
H 0.4176 1.7041 -1.2361
H -1.6976 -1.4735 0.3344
H -3.0621 -0.3416 1.0738
H -3.1704 -0.9455 -0.5251
H -2.0907 1.4577 -0.1062
H -1.6982 0.3959 -1.4113
H 2.6385 1.4435 -0.0950
H 1.2201 -1.2977 -1.1639
H 0.7515 -2.1370 0.2911
H -0.2920 -0.0579 1.1567
*
```

Properties
**Orbital gap (alpha / beta)**: 0.320 / 0.255 Eh



Energies, relative to the best one, in kJ/mol: (1) 0.0; (2) 554.5.



(1)
Below is a cluster of 2 separate species, C6H9F in total, with properties calculated with the ωB97M-V functional and the def2-TZVPD basis.

Structure (ORCA input):
```
! wB97M-V def2-TZVPD RIJCOSX def2/J DEFGRID3
* xyz 0 1
C -1.8308 0.4212 0.1317
C -2.6668 0.8293 -1.0012
C -1.3083 -0.5514 1.1295
C -0.7711 0.8482 0.7852
C 3.3527 -1.0662 -0.6010
C 2.6088 -0.3993 0.2894
F 2.5400 0.9160 0.2802
H -2.1927 1.4478 -1.8215
H -3.3631 1.5057 -0.7046
H -1.8038 -0.6351 1.9896
H -0.7906 -1.3833 0.8872
H -0.0571 1.5453 1.1432
H 3.9234 -0.6893 -1.3996
H 3.5542 -2.0817 -0.6212
H -3.3586 0.0750 -1.5816
H 2.1639 -0.7822 1.0947
*
```

Properties
**SMILES**: CC1=CC1.C=CF
**Orbital gap**: 0.369 Eh



(2)
Below is the molecule C6H9F, with properties calculated with the ωB97M-V functional and the def2-TZVPD basis.

Structure (ORCA input):
```
! wB97M-V def2-TZVPD RIJCOSX def2/J DEFGRID3
* xyz 0 1
C -1.9385 -0.1861 0.4019
C -0.6208 0.6089 0.4245
C 0.4340 1.3494 -0.3093
C 1.5353 0.1320 -0.1254
C 0.6999 -1.2655 -0.1268
C -0.7315 -0.7903 -0.2034
H -2.4614 -0.3575 1.3147
H -0.3808 0.6761 1.5593
H 0.8238 2.2234 0.1911
H 0.0290 1.5201 -1.3020
H 2.3754 0.1724 -0.9259
H 1.9454 0.2156 0.9751
H 1.0577 -1.8770 -0.9455
H 1.0019 -1.9351 0.8212
H -0.8281 -0.5882 -1.2681
F -2.9413 0.1020 -0.4814
*
```

Properties
**SMILES**: FC1[C@@H]2CCC[C@@H]12
**Orbital gap**: 0.366 Eh



Energies, relative to the best one, in kJ/mol: (1) 74.2; (2) 0.0.



(1)
Below is the molecule C6H9F, with properties calculated with the ωB97M-V functional and the def2-TZVPD basis.

Structure (ORCA input):
```
! wB97M-V def2-TZVPD RIJCOSX def2/J DEFGRID3
* xyz 0 1
C -0.0134 0.0362 -0.8199
C 0.3708 -1.0871 0.1276
C -0.5593 1.0806 0.0281
C 0.2896 -0.6982 1.5256
C -0.6511 0.5189 1.4996
C 0.3842 0.0405 -2.1903
F 0.8235 -2.2677 -0.2029
H 0.2280 1.8518 -0.0278
H -1.5550 1.3031 -0.3633
H -0.1115 -1.5562 2.1818
H 1.2426 -0.4207 1.9380
H -0.2540 1.1705 2.2196
H -1.6282 0.0244 1.8764
H 1.4928 -0.1388 -2.2467
H 0.0519 0.9308 -2.6562
H -0.1107 -0.7884 -2.8897
*
```

Properties
**SMILES**: CC1=C(F)CCC1
**Orbital gap**: 0.320 Eh



(2)
Below is the molecule C6H9F, with properties calculated with the ωB97M-V functional and the def2-TZVPD basis.

Structure (ORCA input):
```
! wB97M-V def2-TZVPD RIJCOSX def2/J DEFGRID3
* xyz 0 1
C -0.9525 -0.0659 -2.0781
C 0.1000 -0.3885 -1.2657
C -1.0498 0.2062 1.0666
C -0.2059 -1.0564 1.2018
C 0.2032 -0.0605 0.1426
C 1.4460 0.8837 0.3761
F 0.5486 -1.2114 2.3574
H -1.0725 -0.1973 -3.1461
H -1.7260 0.5434 -1.5270
H 0.9305 -0.9313 -1.6151
H -2.0769 0.0987 0.8818
H -0.6656 0.8994 1.7671
H -0.6484 -2.0671 0.7532
H 1.8665 0.7954 -0.6526
H 2.1489 0.5634 1.1315
H 1.1540 1.9882 0.6065
*
```

Properties
**SMILES**: C=C[C@@]1(C)C[C@@H]1F
**Orbital gap**: 0.389 Eh



(3)
Below is the molecule C6H9F, with properties calculated with the ωB97M-V functional and the def2-TZVPD basis.

Structure (ORCA input):
```
! wB97M-V def2-TZVPD RIJCOSX def2/J DEFGRID3
* xyz 0 1
C -0.4535 1.8938 -0.1944
C -0.4997 1.6248 -1.6112
C -0.2117 0.6726 -0.5099
C 1.4849 -0.8275 0.2406
C -0.7317 -0.9973 1.2930
C -0.0601 -0.6871 0.0010
F 0.5902 2.0350 -2.4116
H -0.7688 2.6731 0.5447
H -1.3748 1.4081 -2.2509
H 1.5480 -1.9244 0.1061
H 1.7461 -0.6460 1.2994
H 2.1029 -0.3541 -0.4719
H -0.5417 -0.4631 2.1717
H -0.5440 -2.0774 1.4659
H -1.7570 -0.9560 1.1015
H -0.5290 -1.3745 -0.7741
*
```

Properties
**SMILES**: CC(C)C1=C[C@H]1F
**Orbital gap**: 0.402 Eh



Energies, relative to the best one, in kJ/mol: (1) 0.0; (2) 33.8; (3) 74.1.



(1)
Below is the ion C2H7N4 with charge +1, with properties calculated with the ωB97M-V functional and the def2-TZVPD basis.

Structure (ORCA input):
```
! wB97M-V def2-TZVPD RIJCOSX def2/J DEFGRID3
* xyz 1 1
C 0.8728 -0.2849 1.0755
C -1.6103 0.3243 -1.6179
N -0.6884 -0.3830 0.3200
N -0.5539 0.0314 -0.8148
N 1.6714 0.4921 0.4215
N 0.8203 -1.0503 2.1327
H -1.6940 -0.5754 -2.3197
H -1.2815 1.2610 -2.1550
H -2.5687 0.4096 -1.0866
H 1.1317 0.7617 -0.4326
H 2.5202 1.1142 0.7823
H -0.1145 -1.4711 2.3897
H 1.4266 -0.9559 2.9315
*
```

Properties
**SMILES**: C/N=N/C(N)=[NH2+]
**Orbital gap**: 0.368 Eh



(2)
Below is a cluster of 2 separate species, C2H7N4 in total, with properties calculated with the ωB97M-V functional and the def2-TZVPD basis.

Structure (ORCA input):
```
! wB97M-V def2-TZVPD RIJCOSX def2/J DEFGRID3
* xyz 1 1
C -0.0909 0.7138 0.0614
C 0.2114 -0.7226 0.2923
N 1.9048 3.0985 0.0255
N -0.8275 -1.6362 -0.2122
N -1.2594 1.3310 0.1746
N 2.8463 2.9935 -0.5827
H 1.2660 -1.0058 0.1625
H -0.0744 -0.7082 1.4750
H -0.3650 -2.0711 -0.9426
H -2.0666 0.6310 0.0882
H -1.2579 2.3361 0.1366
H 3.5176 2.4838 -1.1538
H -1.0814 -2.3547 0.4138
*
```

Properties
**Orbital gap (alpha / beta)**: 0.197 / 0.330 Eh



(3)
Below is a structure of composition C2H7N4, with properties calculated with the ωB97M-V functional and the def2-TZVPD basis.

Structure (ORCA input):
```
! wB97M-V def2-TZVPD RIJCOSX def2/J DEFGRID3
* xyz 1 1
C -1.1158 -0.0986 0.3039
C 1.7052 0.2113 1.4126
N 1.3377 0.0371 0.2563
N -1.3269 -0.9370 -0.5508
N -1.5340 1.1686 0.2484
N -0.8925 -2.0427 -1.1092
H 0.1808 0.1458 0.1367
H 1.1601 1.0220 2.0359
H 2.6971 -0.1897 1.7777
H 1.7648 -0.6196 -0.5452
H -0.9080 1.7761 0.7192
H -2.4512 1.6395 0.1728
H -1.1498 -2.9524 -0.8833
*
```

Properties
**Orbital gap**: 0.306 Eh



Energies, relative to the best one, in kJ/mol: (1) 0.0; (2) 321.9; (3) 402.8.



(1)
Below is a structure of composition C2H7N4, with properties calculated with the ωB97M-V functional and the def2-TZVPD basis.

Structure (ORCA input):
```
! wB97M-V def2-TZVPD RIJCOSX def2/J DEFGRID3
* xyz 1 1
C -0.8968 0.2794 -0.1679
C -0.2179 0.9810 0.9313
N -1.5701 -0.6209 0.4234
N -1.7388 -1.4203 1.1462
N -0.2283 0.6025 2.1145
N 1.2225 -0.8482 -1.4199
H -1.4322 0.8006 -0.9004
H 0.1452 -0.1642 -1.0092
H 0.1562 1.9779 0.6087
H 0.1425 1.3415 2.7445
H 1.9480 -0.3214 -0.8633
H 1.4626 -0.8206 -2.4430
H 1.0072 -1.7874 -1.1649
*
```

Properties
**Orbital gap**: 0.372 Eh



(2)
Below is the ion C2H7N4 with charge +1, with properties calculated with the ωB97M-V functional and the def2-TZVPD basis.

Structure (ORCA input):
```
! wB97M-V def2-TZVPD RIJCOSX def2/J DEFGRID3
* xyz 1 1
C 1.2873 -0.8854 -0.0809
C 0.9246 0.6403 -0.3106
N 0.2224 -1.6679 0.0529
N -0.4610 0.7797 0.0344
N -1.1796 -0.1865 -0.4167
N -2.3745 -0.3912 -0.0165
H 1.9598 -1.2450 -0.8845
H 1.9168 -1.0093 0.8245
H 1.5415 1.3098 0.2841
H 1.0600 0.8618 -1.3710
H -0.7171 1.2765 0.8934
H -2.8672 -1.1588 -0.4578
H -2.8066 0.0910 0.7691
*
```

Properties
**Orbital gap (alpha / beta)**: 0.296 / 0.317 Eh



(3)
Below is the ion C2H7N4 with charge +1, with properties calculated with the ωB97M-V functional and the def2-TZVPD basis.

Structure (ORCA input):
```
! wB97M-V def2-TZVPD RIJCOSX def2/J DEFGRID3
* xyz 1 1
C -0.0774 -1.1786 -1.0016
C 0.2891 0.5073 0.7607
N 0.1441 -2.0610 0.0792
N 0.1411 -1.8078 1.2757
N -0.0238 -0.5720 1.7309
N -0.4274 0.2911 -0.5185
H 0.8748 -0.9969 -1.6252
H -0.8655 -1.4246 -1.5755
H 0.2221 1.3585 1.3753
H 1.4542 0.5987 0.5559
H 0.3394 -0.5319 2.6637
H -0.1279 1.0236 -1.2601
H -1.4371 0.2907 -0.1866
*
```

Properties
**SMILES**: C1N=NNC[NH2+]1
**Orbital gap**: 0.363 Eh



(4)
Below is the ion C2H7N4 with charge +1, with properties calculated with the ωB97M-V functional and the def2-TZVPD basis.

Structure (ORCA input):
```
! wB97M-V def2-TZVPD RIJCOSX def2/J DEFGRID3
* xyz 1 1
C 0.4733 1.5509 0.8645
C 0.2356 -1.2894 -1.3401
N 1.0814 0.6203 -0.1172
N -0.6701 0.8884 1.3827
N -0.9683 0.0073 0.4372
N 0.1601 -0.2200 -0.3055
H 1.1976 1.8384 1.6082
H 0.2252 2.3948 0.3117
H 0.0694 -2.2591 -0.8458
H 1.2072 -1.3561 -1.9160
H -0.5712 -1.1766 -2.1830
H -0.4953 0.4954 2.2142
H -1.5483 -0.8017 0.6186
*
```

Properties
**SMILES**: C[N+]1=NCNN1
**Orbital gap (alpha / beta)**: 0.332 / 0.332 Eh



Energies, relative to the best one, in kJ/mol: (1) 0.0; (2) 267.8; (3) 38.6; (4) 74.7.